1.
C4H7NO2 | ωB97M-V/def2-TZVPD

Computed properties:
Frontier orbital gap, eV: 11.01
SMILES string: CC(=O)N(C)C=O
Total charge: 0

Geometry (Å):
C  -0.15869  1.54467  1.05333
N  0.21199  0.27961  0.42203
C  1.57494  0.05010  0.19889
O  2.40341  0.92603  0.16445
C  -0.65101  -0.17542  -0.61368
O  -1.35259  0.61072  -1.20662
C  -0.73102  -1.66205  -0.88063
H  0.72698  1.95612  1.53792
H  -0.56216  2.25651  0.33029
H  -0.91436  1.30881  1.81143
H  1.83057  -1.01523  0.07538
H  -0.27330  -1.93687  -1.83516
H  -1.80053  -1.87385  -0.97801
H  -0.30423  -2.26914  -0.07962


2.
C4H7NO2 | ωB97M-V/def2-TZVPD

Computed properties:
Frontier orbital gap, eV: 10.39
SMILES string: [H]/N=C(\C)OCC=O
Total charge: 0

Geometry (Å):
C  -2.18498  -0.11558  -0.07887
C  -0.70442  0.16467  0.04728
N  -0.07815  1.25671  -0.07201
O  0.00328  -0.95486  0.35086
C  1.39429  -0.73106  0.59685
C  2.06106  0.01342  -0.54608
O  2.98506  0.77437  -0.40940
H  -2.37386  -1.19265  0.09998
H  -2.74075  0.50408  0.66634
H  -2.53316  0.17608  -1.09258
H  -0.62313  2.07960  -0.28963
H  1.55074  -0.18060  1.52561
H  1.85536  -1.72198  0.69914
H  1.66892  -0.29302  -1.53987


3.
C4H7NO2 | ωB97M-V/def2-TZVPD

Computed properties:
Frontier orbital gap, eV: 9.91
Total charge: 0

Geometry (Å):
C  -1.64353  1.01253  0.08586
C  0.39027  0.10260  0.55123
C  -0.21871  -1.02590  -0.33104
C  1.71982  0.49000  -0.09039
N  -1.96194  -0.03780  -0.51649
O  -0.48102  1.24152  0.65979
O  -0.64726  -2.05698  0.38374
H  -2.39089  1.94351  0.11122
H  0.46307  -0.40166  1.49251
H  0.16379  -0.94835  -1.39149
H  1.46716  0.69100  -1.12241
H  2.42997  -0.29016  0.04496
H  2.18513  1.51618  0.21143
H  -1.47585  -2.23650  -0.08893


4.
C4H7NO2 | ωB97M-V/def2-TZVPD

Computed properties:
Frontier orbital gap, eV: 10.52
Total charge: 0

Geometry (Å):
O  -1.22594  -1.80415  1.49238
N  -1.35270  -1.33358  0.19472
C  -0.53273  -0.40283  -0.02971
C  -0.19378  0.25962  -1.35354
C  1.18094  0.40225  -0.68960
C  0.60077  0.35989  0.71982
O  0.23733  1.55770  1.34780
H  -2.02124  -2.33915  1.59258
H  -0.79987  1.16003  -1.48839
H  -0.17768  -0.31038  -2.28858
H  1.87995  1.20164  -0.99587
H  1.38743  -0.70415  -0.64898
H  1.23564  -0.16693  1.43723
H  -0.21811  2.12004  0.71016


5.
C4H7NO2 | ωB97M-V/def2-TZVPD

Computed properties:
Frontier orbital gap (spin up / spin down), eV: 8.21 / 8.21
Total charge: 0

Geometry (Å):
C  -0.19923  -0.53165  -1.50751
C  0.23139  -0.53564  -0.02905
C  -0.82150  -1.05843  0.89036
O  1.28646  -1.26415  0.28097
C  0.01371  0.87340  0.53502
O  -1.12661  0.90324  1.06249
N  0.91912  1.83957  0.52475
H  -0.31614  -1.57090  -1.82912
H  -1.13613  0.01460  -1.67899
H  0.59295  -0.08020  -2.11231
H  -0.50764  -1.13936  1.92396
H  -1.64555  -1.70282  0.57862
H  0.79877  2.69183  1.05366
H  1.85639  1.53802  0.28789


6.
C4H7NO2 | ωB97M-V/def2-TZVPD

Computed properties:
Frontier orbital gap, eV: 10.75
SMILES string: C[C@@]1(C(N)=O)CO1
Total charge: 0

Geometry (Å):
C  -1.16976  -1.17794  -0.16781
C  -0.00698  -0.19236  -0.26613
C  0.63977  0.11847  -1.54128
O  -0.38979  0.95738  -1.02687
C  0.82500  0.17561  0.96480
O  1.86926  -0.37266  1.26106
N  0.25995  1.19216  1.67130
H  -1.08840  -1.97877  -0.90898
H  -1.28564  -1.62038  0.82516
H  -2.09093  -0.62593  -0.39428
H  1.61605  0.59782  -1.54124
H  0.40825  -0.47920  -2.42321
H  0.83212  1.64989  2.36469
H  -0.41891  1.75591  1.18281


7.
C4H7NO2 | ωB97M-V/def2-TZVPD

Computed properties:
Frontier orbital gap, eV: 11.33
SMILES string: CCC(=O)O.C#N
Total charge: 0

Geometry (Å):
C  1.23373  0.07812  -2.76053
C  -0.04502  1.21745  1.31255
C  0.07891  0.13570  0.21522
C  -0.84467  -1.10079  0.25472
N  1.45149  1.16442  -3.06027
O  -1.37436  -1.21281  1.47202
O  -1.01971  -1.84694  -0.69335
H  -0.68195  0.81826  2.13462
H  0.91916  1.48725  1.77091
H  -0.37511  2.13274  0.84880
H  0.22360  0.61694  -0.70292
H  1.12924  -0.36930  0.43427
H  -1.87572  -2.05048  1.44743
H  1.18041  -1.07056  -2.67346


8.
C4H7NO2 | ωB97M-V/def2-TZVPD

Computed properties:
Frontier orbital gap (spin up / spin down), eV: 8.80 / 8.80
Total charge: 0

Geometry (Å):
N  -0.07461  0.41438  1.28980
C  1.31966  0.49118  0.68014
O  2.26117  0.26051  1.39343
C  1.20211  0.51680  -0.81434
C  -0.08407  -0.88315  -0.83392
C  -1.20156  -0.46767  0.01020
O  -1.02552  -1.11630  -1.74739
H  -0.13865  -0.22469  2.09486
H  -0.57799  1.29144  1.41330
H  2.18707  0.57114  -1.37678
H  0.57586  1.32526  -1.19971
H  0.48790  -1.77043  -0.50959
H  -1.78508  0.41011  -0.26797
H  -1.62999  -0.96400  0.94868